This record from OMol25 describes a single C3H3Br2F3 molecule at a distorted geometry. The level of theory is ωB97M-V/def2-TZVPD.

Geometry (Å):
C -0.56 1.20 -0.21
C 1.05 -0.84 0.09
C -0.41 -0.35 0.14
F 1.16 -2.01 0.72
F 1.92 -0.03 0.68
F -0.85 -0.49 1.48
Br -2.26 2.06 0.12
Br -1.33 -1.52 -0.99
H -0.48 1.11 -1.27
H 0.27 1.80 0.22
H 1.48 -0.94 -0.96

Its total charge is 0. For the HOMO-LUMO gap, the calculation gives 11.25 eV. Its structure (SMILES) is FC(F)[C@](F)(Br)CBr. Its HOMO energy is -0.3939 hartree.

Let us look at the natural (NBO) charges, expressed in e, one per atom:
1 C -0.492
2 C 0.519
3 C 0.196
4 F -0.315
5 F -0.335
6 F -0.348
7 Br 0.054
8 Br 0.093
9 H 0.226
10 H 0.255
11 H 0.145